Molecular formula: C6H5Br2O5
Method: DFT, wB97M-V/def2-TZVPD

As for the largest force on an atom: 0.089 hartree/bohr. Its gap between HOMO and LUMO is 7.88 eV. As for the total charge: -1. As for the total energy: -156626.0026 eV.

CARTESIAN COORDINATES (ANGSTROEM)
C  1.4792  -0.9308  1.2105
C  0.7881  0.2340  1.0786
C  1.2576  -1.8335  0.1415
C  0.2618  0.4342  -0.3044
C  -1.8944  0.8176  -1.8205
C  -1.1782  0.8552  -0.4520
O  0.6186  1.3070  1.8367
O  1.6677  -2.9862  0.1550
O  0.5944  -1.3351  -0.8796
O  2.2268  -1.3760  2.3068
O  -1.2066  1.9828  0.1714
Br  1.5192  1.4569  -1.3669
Br  -2.2301  -0.5829  0.7102
H  -2.1163  -0.2739  -1.8992
H  -1.3133  1.3884  -2.5036
H  -2.8972  1.2358  -1.5371
H  2.4300  -2.2775  1.9748
H  -0.0072  1.8841  1.1778

Forces on atoms 1 to 3 (eV/Å):
C -0.16 1.97 2.38
C 0.86 -0.30 -0.37
C -0.14 -0.87 -1.48